(1)
Below is a molecular structure, C42H105F2N19O14P5RbS2, with properties calculated with ωB97M-V/def2-TZVPD.

Calculated values
- frontier orbital gap (spin up / spin down) (eV) = 6.437 / 2.199
- total charge = +1
- DFT total energy (eV) = -176427.2931
- LUMO level (spin up / spin down) (eV) = -2.6 / -6.8
- multiplicity = 2

Each line ends with the Löwdin spin population.
Cartesian coordinates (Å):
Rb  -2.947  -1.925  -2.278  0.000
N  -4.310  0.414  -0.223  0.000
H  -3.324  0.372  -0.435  0.000
H  -4.724  -0.504  -0.142  0.000
H  -4.744  0.698  -1.090  0.000
H  -4.690  0.886  0.584  0.000
N  -1.808  0.248  -0.716  0.000
S  -0.524  -0.223  -0.023  0.000
O  -0.094  0.421  1.228  0.000
O  0.472  -0.995  -0.761  0.000
F  -1.382  -1.412  0.725  0.000
S  -0.946  1.356  -1.737  0.000
O  -0.307  0.789  -2.946  0.000
O  -0.298  2.489  -1.101  0.000
F  -2.341  2.005  -2.295  0.000
O  -5.501  0.926  -2.435  0.000
H  -5.045  1.543  -3.041  0.000
C  1.422  2.590  3.600  0.000
C  1.490  2.986  4.916  0.000
C  1.581  4.361  5.175  0.000
C  1.654  5.291  4.075  0.000
C  1.684  4.798  2.785  0.000
C  1.511  3.454  2.528  0.000
N  1.737  6.691  4.365  0.000
O  2.022  7.040  5.471  0.000
O  1.302  7.459  3.453  0.000
H  1.412  1.558  3.279  0.000
H  1.305  2.308  5.736  0.000
H  1.580  4.754  6.181  0.000
H  1.519  5.361  1.878  0.000
H  1.507  3.098  1.508  0.000
C  -3.712  -2.454  2.887  0.000
C  -4.071  -2.213  4.256  0.000
C  -3.358  -2.880  5.212  0.000
C  -2.392  -3.865  4.893  0.000
C  -2.088  -4.013  3.524  0.000
C  -2.770  -3.364  2.508  0.000
N  -1.662  -4.631  5.970  0.000
O  -1.998  -4.565  7.134  0.000
O  -0.725  -5.293  5.556  0.000
H  -4.193  -1.867  2.118  0.000
H  -4.849  -1.528  4.557  0.000
H  -3.573  -2.724  6.259  0.000
H  -1.383  -4.806  3.322  0.000
H  -2.411  -3.466  1.495  0.000
O  5.240  4.492  -3.678  0.032
P  4.326  4.383  -2.476  -0.015
N  4.829  5.475  -1.274  0.369
C  6.304  5.798  -1.106  0.029
C  3.894  6.223  -0.343  0.025
N  4.323  2.876  -1.589  0.398
C  3.312  2.510  -0.570  0.030
C  5.597  2.258  -1.416  0.036
N  2.667  4.718  -2.773  -0.003
C  1.879  3.644  -3.435  0.001
C  2.403  6.043  -3.399  0.000
H  6.976  5.262  -1.777  0.000
H  6.692  5.489  -0.135  0.010
H  6.446  6.878  -1.128  0.014
H  3.214  5.479  0.073  0.007
H  3.406  7.086  -0.796  0.012
H  4.506  6.536  0.502  0.000
H  2.384  3.080  -0.528  0.000
H  3.007  1.484  -0.777  0.015
H  3.774  2.528  0.417  0.010
H  5.595  1.188  -1.625  0.016
H  6.283  2.704  -2.137  0.000
H  5.953  2.439  -0.402  0.012
H  0.977  3.983  -3.946  0.000
H  2.508  3.058  -4.106  0.000
H  1.522  2.969  -2.658  0.000
H  2.568  5.964  -4.473  0.000
H  3.113  6.750  -2.971  0.000
H  1.368  6.362  -3.273  0.000
O  -1.086  -3.570  -0.838  0.000
P  -0.155  -4.687  -1.218  0.000
N  0.898  -4.271  -2.551  0.000
C  1.737  -3.131  -2.463  0.000
C  0.387  -4.595  -3.898  0.000
N  -0.933  -6.197  -1.580  0.000
C  -0.263  -7.540  -1.747  0.000
C  -2.347  -6.366  -1.049  0.000
N  0.883  -5.233  0.023  0.000
C  0.329  -5.787  1.189  0.000
C  2.171  -5.871  -0.246  0.000
H  1.308  -2.266  -2.968  0.000
H  2.702  -3.372  -2.908  0.000
H  1.977  -2.891  -1.427  0.000
H  0.465  -5.660  -4.118  0.000
H  1.051  -4.093  -4.602  0.000
H  -0.605  -4.161  -4.025  0.000
H  -0.957  -8.148  -2.327  0.000
H  0.694  -7.500  -2.268  0.000
H  -0.013  -7.995  -0.788  0.000
H  -2.821  -7.214  -1.544  0.000
H  -2.513  -6.453  0.024  0.000
H  -3.037  -5.595  -1.392  0.000
H  0.077  -6.839  1.055  0.000
H  1.023  -5.553  1.996  0.000
H  -0.608  -5.246  1.322  0.000
H  2.769  -5.810  0.664  0.000
H  2.646  -5.317  -1.055  0.000
H  2.042  -6.894  -0.602  0.000
O  -2.400  -1.900  -5.058  0.000
P  -2.156  -1.141  -6.305  0.000
N  -0.492  -1.051  -6.714  0.000
C  0.081  -2.375  -7.111  0.000
C  0.414  -0.132  -6.028  0.000
N  -2.645  0.510  -6.376  0.000
C  -3.160  1.138  -5.122  0.000
C  -2.356  1.474  -7.493  0.000
N  -2.914  -1.827  -7.685  0.000
C  -2.642  -1.274  -9.077  0.000
C  -3.675  -3.095  -7.630  0.000
H  0.104  -3.091  -6.290  0.000
H  1.136  -2.220  -7.338  0.000
H  -0.464  -2.802  -7.953  0.000
H  0.478  -0.475  -4.995  0.000
H  0.114  0.913  -5.947  0.000
H  1.456  -0.154  -6.346  0.000
H  -3.350  0.399  -4.343  0.000
H  -2.553  1.960  -4.743  0.000
H  -4.100  1.631  -5.368  0.000
H  -1.346  1.418  -7.900  0.000
H  -3.059  1.415  -8.323  0.000
H  -2.339  2.509  -7.152  0.000
H  -2.494  -2.141  -9.720  0.000
H  -3.394  -0.573  -9.437  0.000
H  -1.766  -0.629  -9.153  0.000
H  -4.631  -3.011  -8.148  0.000
H  -3.816  -3.476  -6.619  0.000
H  -3.138  -3.835  -8.224  0.000
O  4.121  -2.034  5.574  0.000
P  3.798  -1.968  4.137  0.000
N  4.210  -0.408  3.409  0.000
C  4.453  0.777  4.238  0.000
C  4.296  -0.186  1.985  0.000
N  2.144  -2.324  3.802  0.000
C  1.462  -3.390  4.510  0.000
C  1.498  -1.853  2.571  0.000
N  4.644  -3.148  3.238  0.000
C  4.281  -3.710  1.920  0.000
C  6.146  -3.146  3.447  0.000
H  3.787  0.766  5.101  0.000
H  4.235  1.700  3.701  0.000
H  5.510  0.879  4.485  0.000
H  3.354  0.242  1.641  0.000
H  4.643  -0.983  1.327  0.000
H  4.957  0.663  1.813  0.000
H  2.076  -3.674  5.365  0.000
H  0.548  -2.935  4.894  0.000
H  1.253  -4.316  3.976  0.000
H  2.258  -1.739  1.798  0.000
H  0.666  -2.500  2.293  0.000
H  1.059  -0.903  2.878  0.000
H  3.194  -3.728  1.853  0.000
H  4.736  -3.030  1.199  0.000
H  4.604  -4.750  1.945  0.000
H  6.638  -4.019  3.016  0.000
H  6.323  -3.350  4.503  0.000
H  6.649  -2.265  3.047  0.000
O  -4.774  1.199  2.199  0.000
P  -4.272  2.382  2.985  0.000
N  -2.758  2.135  3.779  0.000
C  -2.146  3.069  4.636  0.000
C  -2.342  0.753  3.952  0.000
N  -5.142  2.815  4.347  0.000
C  -5.997  1.905  5.040  0.000
C  -5.022  4.142  5.010  0.000
N  -4.087  3.830  2.055  0.000
C  -5.199  4.648  1.608  0.000
C  -2.921  3.906  1.088  0.000
H  -2.631  3.013  5.611  0.000
H  -2.493  4.019  4.231  0.000
H  -1.066  2.930  4.686  0.000
H  -1.297  0.673  4.251  0.000
H  -2.375  0.256  2.983  0.000
H  -2.960  0.220  4.674  0.000
H  -6.926  2.411  5.304  0.000
H  -6.272  0.988  4.519  0.000
H  -5.514  1.630  5.978  0.000
H  -5.976  4.537  5.359  0.000
H  -4.415  4.235  5.911  0.000
H  -4.523  4.878  4.380  0.000
H  -4.993  5.704  1.433  0.000
H  -5.659  4.047  0.824  0.000
H  -5.930  4.507  2.404  0.000
H  -2.730  4.947  0.828  0.000
H  -2.887  3.117  0.337  0.000
H  -2.045  3.702  1.704  0.000

=====

(2)
Below is a molecular structure, C42H105F2NO32P7S2V, with properties calculated with ωB97M-V/def2-TZVPD.

Calculated values
- frontier orbital gap (spin up / spin down) (eV) = 6.800 / 3.734
- total charge = +3
- DFT total energy (eV) = -230069.1552
- LUMO level (spin up / spin down) (eV) = -8.9 / -11.9
- multiplicity = 4

Each line ends with the Löwdin spin population.
Cartesian coordinates (Å):
V  0.969  1.348  -1.487  1.920
N  -0.587  0.367  -0.789  0.020
S  -2.072  0.080  -1.176  0.006
O  -3.136  0.650  -0.359  -0.001
O  -2.514  -0.975  -2.056  0.006
F  -1.982  1.268  -2.270  0.004
S  -0.648  -0.895  0.403  0.005
O  -0.487  -2.286  -0.059  0.005
O  -1.431  -0.532  1.615  0.001
F  0.819  -0.496  1.000  0.002
C  -1.521  -5.378  8.489  0.000
C  -1.545  -5.594  6.983  0.000
O  -1.297  -4.352  6.374  0.000
P  -0.359  -4.180  5.109  0.000
O  -0.298  -2.783  4.623  0.015
O  1.009  -4.768  5.750  0.002
C  1.640  -4.061  6.870  0.000
C  2.653  -5.110  7.487  0.000
O  -0.800  -5.284  3.961  0.000
C  -0.746  -4.975  2.545  0.000
C  0.139  -6.028  1.940  0.000
H  -2.408  -4.883  8.884  0.000
H  -1.466  -6.307  9.056  0.000
H  -0.740  -4.656  8.728  0.000
H  -0.861  -6.375  6.651  0.000
H  -2.447  -6.004  6.529  0.000
H  2.087  -3.152  6.466  0.000
H  0.911  -3.877  7.659  0.000
H  2.161  -6.023  7.823  0.000
H  3.246  -5.404  6.621  0.000
H  3.237  -4.631  8.273  0.000
H  -1.810  -5.034  2.317  0.000
H  -0.453  -3.936  2.393  0.000
H  -0.170  -7.045  2.182  0.000
H  0.141  -5.891  0.859  0.000
H  1.173  -5.842  2.230  0.000
C  5.176  4.519  1.981  0.000
C  5.140  2.993  2.364  0.000
O  4.191  2.473  1.470  0.000
P  2.782  1.778  1.747  0.002
O  1.972  1.725  0.486  0.006
O  3.168  0.363  2.423  0.000
C  3.953  -0.643  1.855  0.000
C  4.618  -1.307  3.030  0.000
O  2.289  2.645  3.068  0.000
C  1.336  2.042  4.026  0.000
C  0.486  0.862  3.548  0.000
H  5.616  5.095  2.795  0.000
H  5.775  4.628  1.077  0.000
H  4.224  5.043  1.891  0.000
H  6.202  2.759  2.287  0.000
H  4.832  2.832  3.397  0.000
H  3.335  -1.331  1.277  0.000
H  4.753  -0.155  1.300  0.000
H  5.284  -2.015  2.537  0.000
H  5.441  -0.702  3.411  0.000
H  3.922  -1.929  3.592  0.000
H  1.897  2.014  4.960  0.000
H  0.702  2.892  4.277  0.000
H  0.073  1.108  2.570  0.000
H  1.154  0.003  3.599  0.000
H  -0.356  0.710  4.223  0.000
C  1.093  4.334  -7.757  0.000
C  1.449  4.514  -6.228  0.000
O  0.737  3.563  -5.481  0.000
P  0.315  4.003  -3.990  0.001
O  0.178  2.782  -3.095  0.003
O  1.321  5.221  -3.676  0.000
C  1.245  5.872  -2.421  0.000
C  0.504  7.228  -2.395  0.000
O  -1.139  4.731  -4.317  -0.001
C  -2.070  4.189  -5.142  0.000
C  -3.515  4.447  -5.104  0.000
H  1.247  3.273  -7.953  0.000
H  0.049  4.501  -8.019  0.000
H  1.724  4.988  -8.359  0.000
H  2.524  4.527  -6.052  0.000
H  1.045  5.515  -6.078  0.000
H  0.573  5.357  -1.735  0.000
H  2.178  5.965  -1.864  0.000
H  1.179  7.815  -3.019  0.000
H  -0.507  7.192  -2.801  0.000
H  0.450  7.464  -1.333  0.000
H  -1.830  4.384  -6.188  0.000
H  -2.107  3.107  -5.017  0.000
H  -3.718  5.443  -5.498  0.000
H  -3.963  3.711  -5.772  0.000
H  -3.858  4.321  -4.077  0.000
C  -7.186  -5.627  5.109  0.003
C  -7.293  -5.147  3.634  0.011
O  -7.355  -3.714  3.523  0.032
P  -6.002  -3.018  2.943  -0.002
O  -4.866  -3.943  2.532  0.504
O  -5.575  -1.952  4.081  0.270
C  -4.642  -2.282  5.087  0.041
C  -3.264  -1.922  4.540  0.056
O  -6.590  -2.005  1.797  0.014
C  -5.818  -0.996  1.135  0.001
C  -6.390  0.360  1.394  0.002
H  -6.248  -5.270  5.534  0.001
H  -8.059  -5.208  5.610  0.001
H  -7.235  -6.715  5.055  0.000
H  -6.469  -5.701  3.184  0.003
H  -8.037  -5.733  3.094  0.005
H  -4.983  -1.647  5.905  0.023
H  -4.881  -3.299  5.397  0.001
H  -2.559  -1.832  5.365  0.000
H  -2.907  -2.755  3.934  0.016
H  -3.207  -0.987  3.983  0.002
H  -4.799  -0.961  1.522  0.000
H  -5.710  -1.140  0.060  0.001
H  -6.059  1.175  0.750  0.000
H  -7.441  0.458  1.124  0.000
H  -6.274  0.713  2.419  0.000
C  0.543  -2.961  -3.197  0.000
C  -0.352  -2.574  -4.410  0.000
O  0.391  -1.590  -5.077  0.000
P  0.317  0.010  -4.690  0.003
O  0.821  0.280  -3.325  0.009
O  1.168  0.889  -5.851  0.000
C  2.165  0.237  -6.704  0.000
C  1.612  -0.412  -7.937  0.000
O  -1.302  0.331  -4.975  0.001
C  -2.003  -0.333  -6.048  0.000
C  -2.494  0.745  -6.991  0.000
H  1.507  -3.261  -3.609  0.000
H  0.582  -2.165  -2.454  0.000
H  0.056  -3.740  -2.610  0.000
H  -0.546  -3.418  -5.072  0.000
H  -1.340  -2.206  -4.134  0.000
H  2.746  1.129  -6.938  0.000
H  2.842  -0.442  -6.186  0.000
H  1.041  -1.333  -7.823  0.000
H  1.173  0.320  -8.615  0.000
H  2.393  -0.642  -8.661  0.000
H  -1.462  -1.088  -6.617  0.000
H  -2.793  -0.854  -5.506  0.000
H  -1.819  1.439  -7.491  0.000
H  -3.228  0.374  -7.706  0.000
H  -3.053  1.449  -6.375  0.000
C  1.886  6.233  2.654  0.000
C  1.266  5.481  1.449  0.000
O  0.186  4.546  1.808  0.000
P  -0.702  3.879  0.601  0.001
O  0.001  3.177  -0.549  0.003
O  -1.727  2.862  1.346  0.001
C  -2.445  3.342  2.464  0.000
C  -3.456  2.335  2.904  0.000
O  -1.688  5.074  0.217  -0.001
C  -2.260  5.037  -1.128  0.000
C  -3.409  4.087  -1.163  0.000
H  2.904  6.536  2.412  0.000
H  1.302  7.152  2.614  0.000
H  1.793  5.779  3.641  0.000
H  0.945  6.265  0.763  0.000
H  2.059  4.975  0.897  0.000
H  -1.851  3.668  3.318  0.000
H  -2.936  4.298  2.282  0.000
H  -3.024  1.337  2.972  0.000
H  -4.032  2.467  3.820  0.000
H  -4.213  2.257  2.124  0.000
H  -2.728  6.003  -1.318  0.000
H  -1.503  4.928  -1.904  0.000
H  -3.118  3.059  -1.378  0.000
H  -3.932  3.975  -0.214  0.000
H  -4.136  4.199  -1.967  0.000
C  4.067  -3.400  -4.970  0.000
C  4.619  -2.412  -3.862  0.000
O  3.423  -1.807  -3.289  0.000
P  3.406  -1.202  -1.759  0.002
O  2.680  0.031  -1.506  0.004
O  2.872  -2.543  -0.945  0.001
C  3.154  -3.870  -1.348  0.000
C  2.334  -4.753  -0.432  0.000
O  4.909  -1.130  -1.255  -0.001
C  5.881  -0.259  -1.826  0.000
C  6.618  0.585  -0.769  0.000
H  3.213  -3.042  -5.545  0.000
H  4.820  -3.729  -5.686  0.000
H  3.719  -4.320  -4.501  0.000
H  5.285  -2.742  -3.065  0.000
H  5.280  -1.742  -4.411  0.000
H  2.767  -3.963  -2.363  0.000
H  4.204  -4.160  -1.314  0.000
H  2.451  -5.828  -0.574  0.000
H  2.672  -4.809  0.602  0.000
H  1.358  -4.268  -0.464  0.000
H  6.595  -0.931  -2.301  0.000
H  5.514  0.371  -2.636  0.000
H  5.856  1.001  -0.110  0.000
H  7.217  -0.134  -0.210  0.000
H  7.305  1.270  -1.266  0.000